[1]
{
  "formula": "C54H64N3",
  "method": "ωB97M-V/def2-TZVPD",
  "total_charge": 1,
  "e_above_lowest_kcal_mol": 7.0,
  "species": ["C", "N", "C", "C", "C", "C", "C", "C", "C", "C", "C", "C", "C", "C", "C", "C", "C", "H", "H", "H", "H", "H", "H", "H", "H", "H", "H", "H", "H", "H", "H", "C", "C", "C", "C", "C", "C", "C", "C", "C", "C", "C", "C", "C", "C", "N", "C", "C", "C", "C", "C", "C", "C", "C", "N", "C", "C", "C", "C", "C", "C", "C", "C", "C", "C", "C", "C", "C", "C", "C", "C", "H", "H", "H", "H", "H", "H", "H", "H", "H", "H", "H", "H", "H", "H", "H", "H", "H", "H", "H", "H", "H", "H", "H", "H", "H", "H", "H", "H", "H", "H", "H", "H", "H", "H", "H", "H", "H", "H", "H", "H", "H", "H", "H", "H", "H", "H", "H", "H", "H", "H"],
  "positions_angstrom": [[4.704, -2.142, 4.118], [3.314, -2.550, 4.075], [2.251, -1.717, 3.959], [1.050, -2.464, 4.067], [-0.236, -1.912, 4.038], [-1.438, -2.707, 4.066], [-1.573, -3.851, 3.243], [-2.734, -4.618, 3.268], [-3.786, -4.254, 4.120], [-3.654, -3.161, 4.990], [-2.491, -2.398, 4.962], [1.470, -3.861, 4.313], [0.842, -5.037, 4.714], [1.614, -6.199, 4.904], [3.015, -6.176, 4.776], [3.670, -4.981, 4.461], [2.875, -3.864, 4.228], [5.323, -3.033, 4.211], [4.977, -1.612, 3.200], [4.922, -1.485, 4.972], [2.361, -0.641, 3.870], [-0.304, -0.832, 4.178], [-0.751, -4.101, 2.566], [-2.795, -5.505, 2.643], [-4.690, -4.868, 4.139], [-4.445, -2.924, 5.696], [-2.365, -1.551, 5.645], [-0.226, -5.041, 4.905], [1.113, -7.136, 5.159], [3.596, -7.091, 4.908], [4.748, -4.904, 4.370], [-0.959, -0.226, -4.778], [-1.094, -1.598, -4.134], [-2.554, -1.777, -3.692], [-0.802, -2.618, -5.245], [-0.149, -1.900, -2.931], [-0.327, -3.163, -2.361], [0.521, -3.635, -1.371], [1.612, -2.865, -0.979], [1.870, -1.596, -1.505], [3.298, -1.022, -1.167], [3.442, 0.478, -0.962], [4.229, -1.464, -2.308], [3.794, -1.604, 0.173], [0.848, -1.059, -2.376], [0.650, 0.356, -2.471], [-0.400, 1.024, -1.843], [-1.468, 0.425, -1.190], [-2.674, 1.152, -0.853], [-3.172, 2.190, -1.685], [-4.130, 3.076, -1.210], [-4.689, 2.875, 0.062], [-4.315, 1.767, 0.832], [-3.362, 0.869, 0.352], [0.023, 2.333, -1.718], [-0.530, 3.355, -0.884], [-0.644, 3.151, 0.530], [0.152, 2.138, 1.455], [-0.655, 1.879, 2.738], [1.519, 2.779, 1.735], [0.467, 0.735, 0.954], [-1.417, 4.100, 1.221], [-1.652, 5.365, 0.696], [-1.299, 5.626, -0.614], [-0.890, 4.599, -1.475], [-0.948, 5.047, -2.981], [-2.314, 5.710, -3.253], [-0.828, 3.975, -4.056], [0.138, 6.109, -3.204], [1.173, 2.498, -2.479], [1.518, 1.302, -2.978], [0.059, -0.029, -5.132], [-1.628, -0.200, -5.654], [-1.291, 0.575, -4.113], [-2.755, -2.799, -3.355], [-2.795, -1.091, -2.873], [-3.227, -1.561, -4.534], [-0.926, -3.652, -4.901], [-1.483, -2.454, -6.092], [0.226, -2.499, -5.609], [-1.134, -3.807, -2.718], [0.364, -4.618, -0.925], [2.284, -3.311, -0.248], [2.683, 0.852, -0.273], [4.401, 0.695, -0.465], [3.453, 1.059, -1.886], [4.239, -2.559, -2.391], [3.884, -1.063, -3.271], [5.256, -1.116, -2.140], [4.098, -2.654, 0.088], [4.670, -1.051, 0.540], [3.013, -1.508, 0.941], [-1.404, -0.631, -0.943], [-2.769, 2.257, -2.699], [-4.464, 3.908, -1.835], [-5.436, 3.567, 0.437], [-4.781, 1.575, 1.800], [-3.088, -0.042, 0.890], [-1.688, 1.618, 2.472], [-0.247, 1.017, 3.282], [-0.645, 2.732, 3.423], [2.056, 2.948, 0.789], [1.422, 3.750, 2.236], [2.147, 2.123, 2.360], [1.022, 0.738, 0.017], [1.088, 0.218, 1.706], [-0.430, 0.128, 0.819], [-1.797, 3.900, 2.226], [-2.104, 6.149, 1.313], [-1.409, 6.639, -0.996], [-2.463, 6.636, -2.688], [-2.400, 5.963, -4.319], [-3.127, 5.019, -3.002], [0.205, 3.665, -4.244], [-1.460, 3.110, -3.839], [-1.200, 4.393, -5.006], [1.137, 5.701, -3.005], [0.118, 6.468, -4.243], [-0.005, 6.971, -2.544], [1.657, 3.461, -2.568], [2.336, 1.044, -3.637]],
  "lowdin_charge": [0.03, -0.04, 0.07, -0.11, 0.12, -0.21, -0.04, -0.05, -0.04, -0.05, -0.01, -0.09, 0.00, -0.04, -0.05, 0.01, -0.16, 0.08, 0.10, 0.12, 0.15, 0.12, 0.13, 0.12, 0.12, 0.11, 0.13, 0.11, 0.12, 0.12, 0.11, -0.05, -0.53, -0.04, -0.05, -0.09, -0.04, -0.06, -0.06, -0.06, -0.50, -0.06, -0.03, -0.09, -0.06, 0.02, -0.23, -0.06, -0.24, -0.04, -0.08, -0.10, -0.10, -0.06, 0.05, -0.08, -0.05, -0.48, -0.06, -0.03, -0.07, -0.04, -0.05, -0.05, -0.07, -0.52, -0.05, -0.06, -0.04, -0.06, -0.08, 0.09, 0.10, 0.07, 0.08, 0.07, 0.09, 0.08, 0.09, 0.09, 0.11, 0.11, 0.09, 0.05, 0.09, 0.06, 0.09, 0.09, 0.09, 0.08, 0.08, 0.07, 0.12, 0.10, 0.10, 0.10, 0.10, 0.11, 0.08, 0.05, 0.09, 0.09, 0.09, 0.08, 0.05, 0.07, 0.07, 0.11, 0.12, 0.11, 0.08, 0.09, 0.07, 0.07, 0.06, 0.09, 0.08, 0.10, 0.08, 0.13, 0.13]
}

[2]
{
  "formula": "C3H9AgCl2NO7P",
  "method": "ωB97M-V/def2-TZVPD",
  "total_charge": -2,
  "e_above_lowest_kcal_mol": 19.0,
  "species": ["Ag", "Cl", "Cl", "N", "O", "O", "O", "C", "O", "P", "O", "O", "C", "O", "C", "H", "H", "H", "H", "H", "H", "H", "H", "H"],
  "positions_angstrom": [[-0.722, 0.920, -2.211], [-1.707, 3.170, -3.467], [-3.184, -0.383, -2.180], [1.933, -0.502, -4.425], [2.721, 0.283, -4.982], [1.165, -0.121, -3.575], [2.080, -1.679, -4.720], [0.339, 2.528, 1.999], [0.951, 1.296, 2.154], [0.305, 0.067, 1.381], [0.073, 0.435, -0.036], [1.343, -1.165, 1.685], [1.208, -2.339, 0.937], [-0.948, -0.256, 2.369], [-2.199, -0.671, 1.842], [-0.480, 2.592, 1.283], [1.141, 3.134, 1.575], [0.045, 3.038, 2.916], [1.060, -3.065, 1.736], [2.088, -2.579, 0.339], [0.377, -2.259, 0.237], [-2.748, -1.125, 2.666], [-2.010, -1.420, 1.073], [-2.829, 0.103, 1.403]],
  "lowdin_charge": [0.41, -0.70, -0.68, -0.69, -0.10, -0.10, -0.08, -0.14, -0.21, 0.48, -0.28, -0.22, -0.12, -0.23, -0.11, 0.10, 0.09, 0.08, 0.09, 0.09, 0.09, 0.08, 0.07, 0.09]
}

Values of orbital gap, in order: 0.1075; 0.2232, all in Ha.
Values of total energy, in order: -2260.0378; -2109.9006, all in Ha.